# 1
Density functional theory data (ωB97M-V with the def2-TZVPD basis set) for a cluster of 2 separate species, C23H30NO in total in a non-equilibrium geometry.

Cartesian coordinates (Å):
C  0.683  -4.251  -1.717
C  1.088  -3.167  -0.763
C  2.051  -2.203  -1.349
C  0.366  -3.063  0.408
N  0.215  -2.056  1.328
C  -0.825  -2.289  2.360
C  -0.508  -1.475  3.611
O  -0.201  -0.106  3.332
C  0.806  0.044  2.326
C  0.408  -0.645  1.017
H  1.537  -4.631  -2.284
H  0.201  -5.088  -1.204
H  -0.037  -3.854  -2.451
H  2.967  -2.734  -1.641
H  1.642  -1.771  -2.281
H  2.361  -1.374  -0.702
H  -0.211  -3.958  0.687
H  -1.810  -1.966  1.968
H  -0.868  -3.358  2.604
H  -1.390  -1.415  4.263
H  0.326  -1.960  4.156
H  0.887  1.132  2.176
H  1.779  -0.373  2.666
H  1.172  -0.509  0.249
H  -0.552  -0.211  0.663
C  7.737  -3.685  -3.289
C  6.723  -3.799  -2.185
C  6.464  -2.685  -1.370
C  5.484  -2.725  -0.388
C  4.691  -3.898  -0.193
C  3.655  -3.954  0.784
C  3.379  -5.099  1.573
C  2.239  -5.154  2.436
C  1.982  -6.247  3.249
C  2.865  -7.341  3.262
C  2.643  -8.525  4.149
C  3.979  -7.321  2.413
C  4.260  -6.225  1.621
C  4.970  -5.012  -1.038
C  5.968  -4.966  -2.001
H  8.130  -4.664  -3.581
H  7.306  -3.218  -4.191
H  8.602  -3.083  -2.980
H  7.029  -1.765  -1.553
H  5.311  -1.855  0.253
H  3.221  -3.017  1.127
H  1.575  -4.286  2.452
H  1.083  -6.269  3.877
H  3.119  -9.412  3.712
H  3.101  -8.400  5.140
H  1.575  -8.706  4.321
H  4.634  -8.194  2.378
H  5.191  -6.213  1.057
H  4.381  -5.921  -0.936
H  6.157  -5.826  -2.656

Its charge is +1. The HOMO-LUMO gap is 4.7966 eV. The HOMO energy is -0.3713 Ha. The energy above the lowest of the compared OMol25 structures with the same formula, charge and spin comes out at 65.64 kcal per mole. The total energy is -27867.4153 eV.

Atom charges from the natural (NBO) analysis, given in e for atoms 1 to 2: number 1, C, carries -0.62; number 2, C, carries -0.10



# 2
Density functional theory data (ωB97M-V with the def2-TZVPD basis set) for a structure of composition C23H31AuF6O3 in a non-equilibrium geometry.

Cartesian coordinates (Å):
O  -0.517  -0.526  -3.147
C  0.789  -0.492  -3.787
C  0.321  0.630  -4.724
H  1.018  -1.418  -4.330
H  1.524  -0.220  -3.016
C  -0.921  0.721  -3.805
H  -0.080  0.245  -5.664
H  1.006  1.460  -4.850
C  -2.252  0.362  -4.453
H  -2.153  -0.619  -4.955
H  -2.550  1.108  -5.204
H  -3.018  0.276  -3.670
C  -0.871  2.005  -2.990
H  0.167  2.322  -2.804
H  -1.379  1.949  -2.025
H  -1.336  2.810  -3.591
Au  0.072  0.064  0.624
C  1.265  1.962  1.628
C  2.020  0.742  1.558
C  2.221  0.441  0.150
H  2.485  0.202  2.370
C  1.670  1.531  -0.611
C  1.063  2.448  0.299
H  0.638  3.412  0.029
H  1.022  2.491  2.552
H  2.778  -0.397  -0.245
H  1.857  1.682  -1.666
C  -1.817  -0.509  1.804
C  -2.165  0.710  1.108
C  -2.223  0.416  -0.286
H  -2.429  1.662  1.567
C  -1.769  -0.924  -0.483
C  -1.598  -1.526  0.811
H  -1.450  -2.581  0.985
H  -1.821  -0.673  2.879
H  -2.656  1.038  -1.066
H  -1.680  -1.442  -1.432
O  0.459  -1.314  -6.599
C  0.062  -0.405  -7.695
C  0.472  -0.995  -9.047
H  0.590  0.558  -7.552
H  -1.014  -0.178  -7.618
C  1.481  -2.078  -8.686
H  0.890  -0.219  -9.677
H  -0.399  -1.407  -9.548
C  1.323  -2.322  -7.170
H  2.489  -1.733  -8.887
H  1.332  -3.009  -9.242
H  2.285  -2.282  -6.634
H  0.897  -3.318  -6.974
C  0.656  -4.418  -0.023
C  1.541  -3.170  0.133
O  1.051  -2.070  -0.377
C  1.876  -3.062  1.695
F  2.184  -4.270  2.236
F  2.885  -2.210  1.986
F  0.759  -2.607  2.361
C  2.852  -3.506  -0.732
F  3.500  -4.638  -0.305
F  2.466  -3.728  -2.018
F  3.757  -2.501  -0.742
H  -0.241  -4.289  0.584
H  1.200  -5.313  0.276
H  0.353  -4.500  -1.071

As for the multiplicity: 3. Its expectation value of S² is 2.0156. The HOMO-LUMO gap (alpha / beta) is 8.0817 / 5.0491 eV. The HOMO energy (alpha / beta) is -0.2773 / -0.2673 Ha. The total energy is -50486.1508 eV.

Atom charges from the natural (NBO) analysis, given in e for atoms 1 to 2: number 1, O, carries -0.57; number 2, C, carries -0.05



# 3
Density functional theory data (ωB97M-V with the def2-TZVPD basis set) for a structure of composition C23H31AuN2O2P in a non-equilibrium geometry.

Cartesian coordinates (Å):
Au  0.240  0.634  -0.155
O  2.110  1.004  -0.657
C  2.741  2.135  -0.327
C  4.142  2.070  -0.339
C  4.901  3.203  -0.166
C  4.298  4.445  0.059
C  2.932  4.517  0.123
C  2.124  3.372  -0.049
C  0.715  3.547  0.153
N  -0.150  2.597  0.207
N  -1.479  2.879  0.463
C  -2.174  1.793  0.568
O  -1.708  0.589  0.242
C  -3.570  1.846  1.046
C  -4.140  3.064  1.410
C  -5.445  3.101  1.867
C  -6.184  1.928  1.966
C  -5.617  0.715  1.604
C  -4.312  0.672  1.140
H  4.595  1.107  -0.532
H  5.980  3.132  -0.206
H  4.903  5.330  0.194
H  2.441  5.462  0.319
H  0.331  4.543  0.356
H  -3.558  3.971  1.333
H  -5.889  4.046  2.149
H  -7.204  1.962  2.325
H  -6.194  -0.197  1.679
H  -3.864  -0.267  0.848
C  -0.991  -3.984  -0.111
C  -0.829  -2.524  0.316
C  -0.745  -2.383  1.837
P  0.516  -1.631  -0.541
C  2.212  -2.101  -0.053
C  2.532  -3.577  -0.288
C  2.583  -1.658  1.364
C  0.335  -1.955  -2.331
C  1.432  -1.256  -3.137
C  -1.057  -1.520  -2.801
H  -1.887  -4.388  0.360
H  -0.149  -4.596  0.210
H  -1.107  -4.098  -1.188
H  -1.710  -1.963  -0.017
H  0.042  -3.013  2.250
H  -1.688  -2.706  2.279
H  -0.569  -1.353  2.151
H  2.804  -1.492  -0.745
H  2.033  -4.211  0.446
H  3.606  -3.730  -0.172
H  2.256  -3.921  -1.285
H  2.080  -2.258  2.122
H  2.350  -0.608  1.544
H  3.656  -1.787  1.504
H  0.435  -3.036  -2.458
H  1.435  -0.178  -2.960
H  1.252  -1.421  -4.199
H  2.427  -1.637  -2.909
H  -1.216  -0.453  -2.629
H  -1.860  -2.066  -2.306
H  -1.147  -1.697  -3.872

Its charge is +1. The HOMO-LUMO gap is 7.3401 eV. The HOMO energy is -0.4102 Ha. The energy above the lowest of the compared OMol25 structures with the same formula, charge and spin comes out at 0.00 kcal per mole. The total energy is -44404.7242 eV.

Atom charges from the natural (NBO) analysis, given in e for atoms 1 to 2: number 1, Au, carries 1.25; number 2, O, carries -0.73



# 4
Density functional theory data (ωB97M-V with the def2-TZVPD basis set) for a structure of composition C23H31CaF6O3 in a non-equilibrium geometry.

Cartesian coordinates (Å):
O  0.623  -0.736  -4.279
C  0.782  0.478  -5.095
C  0.805  -0.102  -6.478
H  1.700  1.014  -4.854
H  -0.171  1.009  -4.962
C  0.621  -1.367  -5.655
H  1.760  -0.002  -6.989
H  -0.064  0.259  -7.033
C  1.789  -2.312  -5.756
H  2.723  -1.766  -5.575
H  1.795  -2.693  -6.782
H  1.676  -3.151  -5.061
C  -0.719  -1.953  -6.037
H  -1.501  -1.180  -6.031
H  -0.991  -2.841  -5.450
H  -0.605  -2.266  -7.080
Ca  0.330  -0.484  -2.139
C  -2.384  -1.018  0.475
C  -2.595  0.389  0.508
C  -2.767  0.836  -0.833
H  -2.638  1.012  1.403
C  -2.656  -0.296  -1.697
C  -2.442  -1.446  -0.883
H  -2.384  -2.484  -1.229
H  -2.204  -1.648  1.352
H  -3.008  1.846  -1.126
H  -2.767  -0.283  -2.792
C  1.387  -2.334  -0.020
C  0.440  -3.098  -0.747
C  0.892  -3.210  -2.090
H  -0.474  -3.515  -0.326
C  2.151  -2.541  -2.183
C  2.445  -1.991  -0.904
H  3.360  -1.468  -0.639
H  1.332  -2.094  1.038
H  0.404  -3.765  -2.894
H  2.847  -2.568  -3.026
O  0.986  3.761  -4.791
C  0.554  2.919  -3.713
C  -0.288  3.701  -2.727
H  1.435  2.434  -3.255
H  -0.154  2.184  -4.147
C  -0.133  5.183  -3.163
H  0.025  3.489  -1.704
H  -1.339  3.366  -2.848
C  0.578  5.138  -4.539
H  0.534  5.678  -2.433
H  -1.114  5.690  -3.256
H  1.513  5.734  -4.506
H  -0.053  5.462  -5.399
C  0.516  0.764  2.150
C  1.139  1.303  0.875
O  0.843  0.687  -0.312
C  0.739  2.844  0.838
F  0.742  3.410  2.096
F  1.575  3.607  0.076
F  -0.545  2.984  0.343
C  2.706  1.152  1.134
F  3.133  1.747  2.297
F  3.012  -0.189  1.259
F  3.475  1.664  0.151
H  -0.548  1.011  2.180
H  1.012  1.192  3.037
H  0.622  -0.324  2.171

Its charge is -1. The HOMO-LUMO gap is 5.4865 eV. The HOMO energy is -0.1229 Ha. The total energy is -65240.2186 eV.

Atom charges from the natural (NBO) analysis, given in e for atoms 1 to 2: number 1, O, carries -0.68; number 2, C, carries -0.06



# 5
Density functional theory data (ωB97M-V with the def2-TZVPD basis set) for a structure of composition C23H31Cl2N4O3Tb in a non-equilibrium geometry.

Cartesian coordinates (Å):
O  0.250  -0.006  -4.390
C  -0.494  0.394  -5.276
C  -0.277  1.638  -6.082
C  0.845  2.443  -5.819
H  1.550  2.146  -5.037
C  1.051  3.612  -6.557
H  1.924  4.237  -6.347
C  0.143  3.981  -7.563
H  0.305  4.897  -8.137
C  -0.971  3.171  -7.832
H  -1.676  3.454  -8.616
C  -1.177  2.002  -7.096
H  -2.033  1.355  -7.293
H  -1.405  -0.178  -5.563
C  -2.625  1.963  0.413
C  -2.172  1.085  1.501
H  -3.512  2.551  0.665
H  -2.859  1.378  -0.485
H  -1.818  2.654  0.139
C  -2.692  0.696  2.636
C  -4.028  1.140  3.235
H  -2.189  -0.025  3.310
H  -4.529  1.920  2.635
H  -3.866  1.522  4.253
H  -4.705  0.278  3.332
Tb  0.107  0.098  0.883
Cl  1.290  2.380  1.022
Cl  -0.511  -0.215  -1.556
H  3.823  0.055  -2.176
H  5.443  1.022  -0.542
C  2.995  0.204  -1.473
C  4.606  1.202  0.138
N  3.550  0.233  -0.116
H  2.255  -0.592  -1.586
C  3.051  -0.451  0.902
O  1.997  -1.164  0.836
H  4.942  1.083  1.172
H  3.584  -0.323  1.856
H  2.514  1.165  -1.697
H  4.241  2.226  -0.006
H  -1.619  -5.186  2.414
H  -0.404  -5.938  0.155
C  -2.067  -4.385  1.816
C  -0.916  -5.090  -0.311
N  -1.205  -4.057  0.680
H  -2.219  -3.494  2.428
C  -0.731  -2.833  0.503
O  -0.963  -1.871  1.291
H  -0.279  -4.655  -1.088
H  -0.114  -2.664  -0.394
H  -3.028  -4.768  1.456
H  -1.847  -5.455  -0.759
N  3.571  0.601  7.117
C  2.605  0.376  6.489
C  1.435  0.050  5.714
C  0.271  -0.407  6.352
C  -0.666  -1.065  5.574
C  -0.434  -1.176  4.196
N  0.499  -0.448  3.560
C  1.457  0.135  4.309
H  0.140  -0.279  7.433
H  -1.576  -1.483  5.994
H  -1.094  -1.804  3.597
H  2.259  0.665  3.788

As for the multiplicity: 7. Its expectation value of S² is 12.6680. The HOMO-LUMO gap (alpha / beta) is 5.7751 / 5.7134 eV. The HOMO energy (alpha / beta) is -0.2242 / -0.2218 Ha. The energy above the lowest of the compared OMol25 structures with the same formula, charge and spin comes out at 20.69 kcal per mole. The total energy is -83938.5032 eV.

Atom charges from the Löwdin analysis, given in e for atoms 1 to 2: number 1, O, carries -0.04; number 2, C, carries -0.21



# 6
Density functional theory data (ωB97M-V with the def2-TZVPD basis set) for a structure of composition C23H31CuN4O4P2STe in a non-equilibrium geometry.

Cartesian coordinates (Å):
Cu  0.752  0.894  -0.057
S  5.319  2.095  -5.697
N  4.147  1.008  -5.434
C  3.602  1.239  -4.249
C  2.566  0.468  -3.626
C  1.999  -0.663  -4.203
C  1.046  -1.356  -3.477
C  0.736  -0.925  -2.194
N  1.272  0.132  -1.617
C  2.144  0.866  -2.332
C  2.650  2.065  -1.744
N  2.034  2.481  -0.619
C  2.477  3.554  0.010
C  3.546  4.304  -0.460
C  4.163  3.935  -1.644
C  3.707  2.807  -2.321
C  4.204  2.356  -3.586
N  5.173  2.906  -4.302
H  2.319  -0.966  -5.187
H  0.572  -2.238  -3.876
H  0.040  -1.482  -1.587
H  1.955  3.816  0.920
H  3.869  5.175  0.086
H  4.984  4.504  -2.053
O  0.474  -1.416  1.835
C  -0.033  -1.081  0.856
C  -3.201  -0.106  3.475
C  -2.464  1.218  3.384
O  -1.108  1.003  3.046
P  -0.350  1.884  1.915
O  0.991  1.280  1.743
Te  -1.628  2.138  -0.054
O  -0.039  3.290  2.662
C  -1.030  4.241  2.992
C  -0.348  5.543  3.381
H  -4.201  0.069  3.863
H  -2.666  -0.779  4.140
H  -3.272  -0.569  2.496
H  -2.501  1.721  4.358
H  -2.938  1.865  2.631
H  -1.633  3.884  3.836
H  -1.698  4.400  2.132
H  0.275  5.387  4.260
H  -1.099  6.297  3.608
H  0.280  5.895  2.566
C  -3.799  -2.656  -1.006
C  -2.540  -1.915  -0.571
P  -1.069  -2.931  -0.054
C  -1.268  -4.478  -1.113
C  0.046  -5.250  -1.125
C  -1.704  -3.557  1.579
C  -0.791  -4.589  2.231
H  -4.643  -1.970  -1.006
H  -4.040  -3.480  -0.338
H  -3.693  -3.050  -2.013
H  -2.744  -1.270  0.288
H  -2.212  -1.253  -1.377
H  -1.516  -4.160  -2.127
H  -2.088  -5.090  -0.734
H  0.799  -4.716  -1.703
H  -0.086  -6.237  -1.564
H  0.434  -5.369  -0.116
H  -2.712  -3.959  1.442
H  -1.772  -2.684  2.234
H  -0.835  -5.542  1.709
H  -1.090  -4.754  3.266
H  0.237  -4.232  2.220

The HOMO-LUMO gap is 6.0399 eV. The HOMO energy is -0.2519 Ha. The total energy is -119852.5197 eV.

Atom charges from the natural (NBO) analysis, given in e for atoms 1 to 2: number 1, Cu, carries 0.88; number 2, S, carries 0.92



# 7
Density functional theory data (ωB97M-V with the def2-TZVPD basis set) for a cluster of 7 separate species, C23H31F5O17 in total in a non-equilibrium geometry.

Cartesian coordinates (Å):
O  -3.675  4.879  -0.271
C  -3.892  3.746  0.013
O  -4.181  3.337  1.271
C  -4.256  1.905  1.279
C  -4.480  1.601  -0.176
F  -5.829  1.613  -0.486
O  -3.888  2.695  -0.834
H  -3.280  1.566  1.633
H  -5.032  1.510  1.928
H  -4.058  0.654  -0.509
O  5.318  -1.023  2.070
C  4.818  -1.622  1.187
O  4.998  -2.942  0.991
C  4.395  -3.343  -0.228
C  3.540  -2.128  -0.593
F  2.243  -2.387  -0.200
O  4.036  -1.084  0.216
H  5.137  -3.492  -1.014
H  3.761  -4.206  -0.056
H  3.561  -1.806  -1.631
O  -1.305  4.190  -3.141
C  -0.492  3.622  -3.776
O  0.729  4.146  -4.078
C  1.447  3.201  -4.855
C  0.727  1.900  -4.563
F  1.353  1.294  -3.475
O  -0.542  2.324  -4.184
H  1.374  3.473  -5.911
H  2.486  3.160  -4.539
H  0.804  1.194  -5.388
O  3.958  -1.470  5.518
C  2.912  -1.880  5.177
O  1.991  -2.361  6.011
C  0.928  -2.949  5.248
C  1.080  -2.206  3.923
F  0.405  -1.011  3.925
O  2.443  -1.956  3.884
H  1.237  -3.985  5.095
H  -0.028  -2.867  5.751
H  0.672  -2.833  3.129
O  2.587  6.348  1.371
C  1.766  5.655  0.883
O  1.920  4.977  -0.271
C  0.639  4.529  -0.720
C  -0.293  4.742  0.452
F  -0.534  3.516  1.080
O  0.483  5.515  1.323
H  0.363  5.190  -1.542
H  0.791  3.493  -1.018
H  -1.249  5.228  0.259
C  0.403  0.319  -0.626
C  0.352  0.353  0.899
C  -0.956  -0.357  1.168
O  -1.797  0.064  0.107
C  -1.052  0.700  -0.948
H  0.620  -0.704  -0.936
H  1.104  1.034  -1.049
H  0.475  1.358  1.299
H  1.216  -0.180  1.308
H  -1.411  0.021  2.088
H  -0.787  -1.434  1.218
H  -1.205  1.769  -0.775
H  -1.374  0.388  -1.939
C  -1.785  -3.339  -0.612
C  -2.806  -4.457  -0.444
C  -2.095  -5.697  -0.977
O  -1.228  -5.192  -2.004
C  -0.776  -3.911  -1.611
H  -1.253  -3.133  0.317
H  -2.171  -2.367  -0.917
H  -3.687  -4.338  -1.074
H  -3.087  -4.557  0.604
H  -2.749  -6.444  -1.420
H  -1.471  -6.214  -0.236
H  -0.581  -3.224  -2.438
H  0.209  -4.107  -1.161

Its SMILES is O=C1OC[C@@H](F)O1.O=C1OC[C@@H](F)O1.O=C1OC[C@@H](F)O1.O=C1OC[C@@H](F)O1.O=C1OC[C@@H](F)O1.C1CCOC1.C1CCOC1. The HOMO-LUMO gap is 9.8918 eV. The HOMO energy is -0.3628 Ha. The total energy is -72748.4789 eV.

Atom charges from the Löwdin analysis, given in e for atoms 1 to 2: number 1, O, carries 0.17; number 2, C, carries -0.55